Entry 1:
Entry from the Open Molecules 2025 dataset: the molecule C8F4N2 in a non-equilibrium geometry (ωB97M-V with the def2-TZVPD basis set).

Geometry as XYZ:
```
14
Properties=species:S:1:pos:R:3
N -2.0111 -3.0930 1.5079
C -1.4459 -2.2190 0.9921
C -0.7028 -1.1292 0.4375
C -1.3637 0.0832 0.1629
F -2.6951 0.2432 0.4062
C -0.6733 1.1966 -0.2852
F -1.3864 2.3346 -0.5345
C 0.7216 1.1240 -0.4506
C 1.4816 2.2754 -0.8362
N 2.0132 3.2576 -1.1238
C 1.3921 -0.1197 -0.2787
F 2.7329 -0.2525 -0.4053
C 0.6723 -1.2424 0.1366
F 1.2646 -2.4589 0.2710
```

Properties
Charge = 0
Orbital gap = 9.265 eV
SMILES = N#Cc1c(F)c(F)c(C#N)c(F)c1F
M = 200.09 g mol⁻¹
2S+1 = 1

***

Entry 2:
Entry from the Open Molecules 2025 dataset: the molecule C8H10 in a non-equilibrium geometry (ωB97M-V with the def2-TZVPD basis set).

Geometry as XYZ:
```
18
Properties=species:S:1:pos:R:3
C -2.3221 -0.9515 0.2894
C -1.1265 -1.3346 -0.5142
C -0.0341 -0.2715 -0.2230
C -0.0392 0.9703 -0.8802
C 0.9572 1.8168 -0.6400
C 2.0243 1.5983 0.1352
C 2.0521 0.3087 0.7406
C 1.0123 -0.6161 0.5903
H -3.0069 -1.7045 -0.0262
H -2.6409 0.0835 0.1325
H -1.9646 -0.9839 1.5010
H -0.7889 -2.2388 -0.0839
H -1.2689 -1.2990 -1.4225
H -0.8462 1.0549 -1.6583
H 0.9944 2.7629 -1.1351
H 2.8610 2.3577 0.3244
H 2.9066 0.1102 1.5937
H 1.2304 -1.6635 1.2763
```

Properties
Charge = 0
ΔE to the lowest compared entry with this formula, charge and spin = 2.723 eV
Orbital gap = 10.065 eV
SMILES = CCc1ccccc1
M = 106.17 g mol⁻¹
2S+1 = 1

***

Entry 3:
Entry from the Open Molecules 2025 dataset: the molecule C8H10 in a non-equilibrium geometry (ωB97M-V with the def2-TZVPD basis set).

Geometry as XYZ:
```
18
Properties=species:S:1:pos:R:3
C 2.1935 -0.1473 -0.1888
C 1.3789 -1.1976 -0.1390
C -0.1066 -0.8951 0.4461
C -1.4604 -1.2163 0.0586
C -2.2571 -0.2084 -0.1345
C -1.5109 1.1098 0.0409
C -0.0417 0.5667 -0.0590
C 1.4394 0.9488 0.2174
H 3.3071 0.0326 -0.5563
H 1.8857 -2.2414 -0.5403
H 0.0783 -1.3153 1.4998
H -2.0293 -2.2182 -0.0701
H -3.2080 -0.2994 -0.5682
H -1.6571 2.0941 0.8057
H -1.5961 1.8865 -0.8986
H -0.0497 0.3203 -1.0167
H 2.0208 1.8132 -0.2448
H 1.6132 0.9668 1.3478
```

Properties
Charge = 0
ΔE to the lowest compared entry with this formula, charge and spin = 5.636 eV
Orbital gap = 10.113 eV
SMILES = C1=C[C@H]2C=CC[C@@H]2C1
M = 106.17 g mol⁻¹
2S+1 = 1

***

Entry 4:
Entry from the Open Molecules 2025 dataset: C8H10 as an isolated structure in a non-equilibrium geometry (ωB97M-V with the def2-TZVPD basis set).

Geometry as XYZ:
```
18
Properties=species:S:1:pos:R:3
C -2.6007 0.5469 0.9760
C -1.6904 -0.3169 0.6016
C -0.2888 -0.0699 0.1146
C 0.9144 0.6786 0.8230
C 1.5115 0.5488 -0.5874
C 0.1146 0.7669 -1.1543
C 1.6745 -0.9843 -0.6526
C 0.5372 -1.4253 -0.1595
H -3.6013 0.1447 1.3582
H -2.3366 1.5999 0.9965
H -1.9716 -1.3712 0.5184
H 1.3505 0.1218 1.6481
H 0.6982 1.7309 0.9995
H 2.3313 1.1849 -0.9560
H -0.1132 1.8759 -1.1618
H -0.1029 0.2610 -2.1268
H 2.5476 -1.5731 -0.9755
H 0.1640 -2.4431 -0.0687
```

Properties
Charge = 0
ΔE to the lowest compared entry with this formula, charge and spin = 3.328 eV
Orbital gap = 10.062 eV
M = 106.17 g mol⁻¹
2S+1 = 1